No. 1
{
  "formula": "C27H24F6N",
  "method": "ωB97M-V/def2-TZVPD",
  "symbols": ["F", "C", "F", "F", "C", "C", "C", "C", "C", "C", "C", "C", "C", "C", "F", "F", "F", "C", "C", "C", "C", "H", "H", "H", "H", "H", "H", "H", "H", "H", "C", "C", "C", "C", "C", "C", "N", "C", "C", "C", "C", "C", "C", "H", "H", "H", "H", "H", "H", "H", "H", "H", "H", "H", "H", "H", "H", "H"],
  "xyz": [[4.146, 0.665, -3.972], [3.520, 1.867, -3.745], [4.415, 2.644, -3.058], [3.343, 2.461, -4.967], [2.233, 1.679, -3.004], [1.940, 2.491, -1.908], [0.796, 2.243, -1.180], [-0.087, 1.180, -1.531], [-1.152, 0.901, -0.640], [-2.107, -0.148, -0.751], [-1.860, -1.398, -1.384], [-2.826, -2.388, -1.384], [-4.029, -2.181, -0.719], [-5.055, -3.271, -0.679], [-5.628, -3.364, 0.564], [-6.079, -3.056, -1.568], [-4.530, -4.498, -0.966], [-4.312, -0.969, -0.087], [-3.361, 0.027, -0.091], [0.169, 0.490, -2.755], [1.337, 0.713, -3.456], [2.605, 3.309, -1.641], [0.564, 2.857, -0.306], [-1.325, 1.631, 0.156], [-0.893, -1.609, -1.841], [-2.641, -3.330, -1.895], [-5.266, -0.825, 0.415], [-3.553, 0.963, 0.436], [-0.550, -0.234, -3.139], [1.558, 0.143, -4.358], [-3.220, -0.652, 3.971], [-2.815, -1.728, 3.169], [-1.651, -1.637, 2.419], [-0.844, -0.468, 2.451], [0.352, -0.389, 1.643], [1.298, 0.610, 1.719], [2.489, 0.570, 1.106], [3.452, 1.655, 1.215], [4.664, 1.224, 0.374], [4.371, -0.190, -0.146], [2.985, -0.598, 0.398], [-1.281, 0.616, 3.257], [-2.451, 0.516, 4.008], [-4.122, -0.735, 4.578], [-3.417, -2.640, 3.125], [-1.340, -2.463, 1.770], [0.516, -1.203, 0.938], [1.102, 1.519, 2.296], [3.024, 2.605, 0.856], [3.736, 1.802, 2.269], [4.809, 1.924, -0.457], [5.564, 1.249, 0.994], [4.360, -0.207, -1.243], [5.122, -0.907, 0.193], [3.077, -1.459, 1.086], [2.310, -0.909, -0.420], [-0.697, 1.539, 3.255], [-2.763, 1.360, 4.628]],
  "mulliken_charge": [-0.247, 0.787, -0.262, -0.248, 0.449, -0.519, -1.086, 0.934, -0.504, 1.209, -0.448, -1.268, 0.547, 0.791, -0.243, -0.241, -0.265, -0.984, -0.761, -0.604, -1.151, 0.574, 0.465, 0.352, 0.582, 0.464, 0.450, 0.405, 0.977, 0.497, -0.480, -0.668, -0.291, 0.560, -0.266, -0.509, 0.247, -0.738, -0.474, -0.517, -0.452, -0.286, -0.831, 0.414, 0.421, 0.427, 0.372, 0.418, 0.362, 0.457, 0.085, 0.354, 0.105, 0.376, 0.385, 0.179, 0.291, 0.409],
  "charge": 1,
  "molar_mass_g_mol": 476.48,
  "lumo_energy_ev": -5.955
}


No. 2
{
  "formula": "C27H24IN2OsPS",
  "method": "ωB97M-V/def2-TZVPD",
  "symbols": ["Os", "C", "C", "C", "C", "C", "C", "P", "C", "C", "C", "C", "C", "C", "C", "C", "C", "C", "C", "C", "C", "C", "C", "C", "H", "H", "H", "H", "H", "H", "H", "H", "H", "H", "H", "H", "H", "H", "H", "H", "C", "N", "C", "C", "N", "C", "S", "H", "H", "H", "H", "H", "H", "I", "C", "H", "H"],
  "xyz": [[-0.983, 0.926, -0.656], [4.021, 3.529, -0.182], [3.804, 2.689, -1.215], [2.965, 1.573, -1.160], [2.439, 1.195, 0.053], [2.762, 1.992, 1.145], [3.641, 3.073, 1.073], [1.031, 0.070, 0.109], [0.940, -0.678, 1.753], [1.274, -2.034, 1.876], [1.594, -2.583, 3.156], [1.352, -1.833, 4.292], [0.803, -0.575, 4.141], [0.618, 0.025, 2.899], [1.409, -1.131, -1.147], [2.676, -1.768, -1.282], [2.904, -2.660, -2.343], [1.967, -2.802, -3.367], [0.757, -2.135, -3.258], [-0.226, -2.293, -4.276], [-1.337, -1.493, -4.299], [-1.538, -0.527, -3.297], [-0.673, -0.407, -2.219], [0.473, -1.244, -2.144], [4.563, 4.504, -0.304], [4.296, 2.859, -2.167], [2.778, 1.008, -2.086], [2.298, 1.798, 2.117], [4.140, 3.477, 1.982], [1.441, -2.604, 0.998], [2.130, -3.543, 3.276], [1.595, -2.165, 5.293], [0.466, -0.058, 5.073], [0.219, 1.043, 2.902], [3.482, -1.419, -0.682], [3.836, -3.228, -2.335], [2.169, -3.521, -4.147], [-0.082, -2.991, -5.076], [-2.076, -1.631, -5.099], [-2.428, 0.092, -3.346], [-4.096, -0.242, 3.027], [-4.469, 0.351, 1.727], [-5.620, 1.149, 1.515], [-5.762, 1.385, 0.188], [-4.716, 0.689, -0.418], [-3.922, 0.081, 0.494], [-2.555, -0.908, 0.175], [-3.032, -0.316, 3.051], [-4.588, -1.252, 3.093], [-4.491, 0.381, 3.865], [-6.242, 1.375, 2.347], [-6.551, 1.793, -0.442], [-4.532, 0.567, -1.399], [-1.884, 2.571, 1.162], [0.009, 2.323, -1.344], [0.174, 3.332, -0.947], [0.775, 2.193, -2.145]],
  "lowdin_spin": [1.831, 0.006, 0.001, 0.016, 0.013, 0.007, 0.000, 0.071, 0.017, 0.011, 0.000, 0.006, 0.000, 0.006, 0.124, 0.032, 0.051, 0.099, 0.003, 0.223, 0.068, 0.140, 0.260, 0.028, 0.000, 0.000, 0.002, 0.000, 0.000, 0.002, 0.000, 0.000, 0.000, 0.005, 0.000, 0.001, 0.003, 0.009, 0.000, 0.009, 0.004, 0.006, 0.006, 0.001, 0.010, 0.030, 0.137, 0.003, 0.000, 0.000, 0.000, 0.000, 0.002, 0.394, 0.286, 0.039, 0.041],
  "charge": 2,
  "e_above_lowest_kcal_mol": 9.3,
  "molar_mass_g_mol": 756.68,
  "s2": 6.041,
  "lumo_energy_ev": [-6.573, -9.682],
  "spin_multiplicity": 5
}


No. 3
{
  "formula": "C27H24InN7O2S",
  "method": "ωB97M-V/def2-TZVPD",
  "symbols": ["In", "N", "C", "S", "N", "N", "C", "C", "C", "C", "C", "C", "C", "C", "C", "C", "C", "C", "N", "H", "H", "H", "H", "H", "H", "H", "H", "H", "H", "H", "N", "C", "C", "O", "O", "H", "H", "H", "H", "C", "C", "C", "C", "C", "C", "N", "N", "C", "C", "C", "C", "C", "C", "H", "H", "H", "H", "H", "H", "H", "H", "H"],
  "xyz": [[12.138, 11.611, 7.081], [9.112, 11.497, 10.421], [10.037, 12.018, 9.597], [11.699, 11.542, 9.761], [9.563, 12.840, 8.660], [10.554, 13.171, 7.744], [10.487, 14.375, 7.156], [9.441, 15.332, 7.496], [8.106, 14.810, 7.544], [7.098, 15.664, 7.911], [7.420, 16.980, 8.384], [8.743, 17.408, 8.432], [9.770, 16.607, 7.910], [11.540, 14.680, 6.235], [11.605, 15.824, 5.448], [12.722, 16.074, 4.642], [13.754, 15.108, 4.627], [13.595, 13.941, 5.388], [12.497, 13.705, 6.124], [9.386, 11.060, 11.296], [8.222, 12.028, 10.406], [7.939, 13.749, 7.364], [6.054, 15.414, 7.848], [6.615, 17.645, 8.658], [8.963, 18.413, 8.734], [10.771, 17.031, 7.829], [10.805, 16.567, 5.510], [12.819, 17.000, 4.103], [14.653, 15.207, 4.048], [14.412, 13.191, 5.398], [12.180, 11.021, 4.725], [10.855, 10.516, 4.276], [10.009, 10.103, 5.479], [9.152, 9.226, 5.292], [10.188, 10.725, 6.590], [12.491, 11.754, 4.061], [12.852, 10.262, 4.641], [10.884, 9.660, 3.629], [10.281, 11.286, 3.739], [17.095, 15.033, 8.600], [15.898, 14.813, 9.330], [15.049, 13.762, 8.995], [15.450, 12.822, 8.025], [16.661, 13.011, 7.314], [17.486, 14.138, 7.585], [14.661, 11.723, 7.741], [15.280, 10.680, 7.312], [14.502, 9.495, 7.298], [15.148, 8.234, 7.286], [14.360, 7.074, 7.444], [12.983, 7.197, 7.500], [12.330, 8.444, 7.448], [13.078, 9.610, 7.348], [17.661, 15.929, 8.818], [15.648, 15.521, 10.117], [14.052, 13.673, 9.471], [16.973, 12.176, 6.671], [18.390, 14.256, 6.988], [16.269, 8.194, 7.221], [14.773, 6.061, 7.372], [12.325, 6.321, 7.630], [11.257, 8.500, 7.523]],
  "mulliken_charge": [1.526, -0.458, 0.354, -0.446, -1.280, 1.021, 0.405, -0.104, -0.215, -0.799, -0.383, -0.875, -0.292, 0.334, -0.709, -0.781, -1.077, -0.008, 0.175, 0.243, 0.250, 0.503, 0.414, 0.394, 0.369, 0.479, 0.639, 0.463, 0.476, 0.501, -0.391, -0.543, 0.462, -0.753, -0.574, 0.234, 0.276, 0.341, 0.272, -0.382, -0.697, -0.191, -0.109, 0.101, -0.751, 0.523, -0.573, 0.194, -0.350, -0.525, -0.629, -0.534, 0.054, 0.392, 0.388, 0.310, 0.405, 0.389, 0.362, 0.332, 0.370, 0.475],
  "e_above_lowest_kcal_mol": 0.0,
  "molar_mass_g_mol": 625.42,
  "lumo_energy_ev": -1.020
}


No. 4
{
  "formula": "C27H25BCoN15",
  "method": "ωB97M-V/def2-TZVPD",
  "symbols": ["Co", "C", "C", "N", "N", "C", "B", "N", "C", "C", "C", "N", "N", "C", "C", "C", "N", "N", "C", "C", "C", "N", "H", "H", "H", "H", "H", "H", "H", "H", "H", "H", "H", "H", "N", "C", "N", "C", "N", "C", "C", "N", "C", "C", "N", "H", "H", "H", "H", "H", "N", "C", "C", "C", "C", "C", "C", "C", "C", "N", "C", "H", "H", "H", "H", "H", "H", "H", "H"],
  "xyz": [[0.133, 0.424, 0.488], [4.050, -1.329, 0.828], [3.011, -0.600, 1.389], [2.059, -0.376, 0.480], [2.468, -0.961, -0.658], [3.661, -1.540, -0.475], [1.610, -1.010, -1.946], [0.384, -1.841, -1.576], [-0.072, -2.984, -2.112], [-1.024, -3.503, -1.263], [-1.090, -2.594, -0.211], [-0.243, -1.590, -0.416], [1.181, 0.434, -2.205], [1.427, 1.233, -3.248], [1.065, 2.520, -2.900], [0.586, 2.412, -1.605], [0.647, 1.141, -1.198], [2.435, -1.609, -3.053], [2.922, -2.879, -3.132], [3.914, -2.899, -4.082], [3.989, -1.575, -4.545], [3.110, -0.839, -3.913], [4.953, -1.648, 1.304], [2.974, -0.253, 2.400], [4.164, -2.059, -1.262], [0.300, -3.360, -3.043], [-1.586, -4.404, -1.384], [-1.693, -2.676, 0.669], [1.867, 0.854, -4.149], [1.138, 3.403, -3.496], [0.230, 3.204, -0.980], [2.559, -3.660, -2.495], [4.497, -3.734, -4.406], [4.641, -1.146, -5.277], [-1.620, 4.126, 2.146], [-0.693, 3.162, 2.135], [-0.837, 2.423, 1.052], [-1.897, 3.006, 0.401], [-2.372, 4.038, 1.061], [-2.432, 2.600, -0.889], [-3.242, 3.470, -1.637], [-3.631, 3.139, -2.845], [-3.295, 1.968, -3.341], [-2.553, 1.070, -2.568], [-2.119, 1.400, -1.368], [-1.789, 4.857, 2.826], [0.048, 3.039, 2.899], [-3.550, 4.428, -1.247], [-3.623, 1.740, -4.346], [-2.321, 0.076, -2.920], [-2.159, -0.157, 0.953], [-2.154, -0.717, 2.265], [-3.185, -1.437, 2.818], [-3.137, -1.800, 4.174], [-2.091, -1.416, 4.969], [-1.006, -0.693, 4.430], [0.079, -0.206, 5.188], [1.026, 0.562, 4.559], [0.969, 0.735, 3.171], [0.022, 0.213, 2.415], [-1.016, -0.404, 3.037], [-2.623, 0.748, 0.961], [-2.664, -0.744, 0.298], [-4.052, -1.698, 2.230], [-3.959, -2.359, 4.591], [-2.100, -1.640, 6.024], [0.133, -0.411, 6.247], [1.846, 0.994, 5.109], [1.727, 1.331, 2.675]],
  "lowdin_spin": [1.873, 0.002, 0.003, -0.005, -0.001, 0.007, -0.001, 0.003, -0.001, 0.002, 0.004, 0.077, -0.006, 0.020, 0.004, 0.007, -0.040, 0.000, 0.000, 0.000, 0.000, 0.000, 0.000, 0.000, 0.000, 0.000, 0.001, 0.000, 0.001, 0.000, 0.000, 0.000, 0.000, 0.000, 0.000, 0.001, 0.007, 0.001, 0.000, 0.000, 0.000, 0.000, 0.000, 0.000, 0.001, 0.000, 0.000, 0.000, 0.000, 0.000, 0.068, 0.002, 0.004, 0.000, 0.002, -0.001, 0.002, -0.002, -0.001, -0.034, -0.002, 0.001, 0.001, 0.000, 0.000, 0.000, 0.000, 0.000, 0.000],
  "charge": 2,
  "molar_mass_g_mol": 629.35,
  "s2": 2.053,
  "lumo_energy_ev": [-8.580, -7.522],
  "spin_multiplicity": 3
}


What did the second record say?
{
  "formula": "C27H24IN2OsPS",
  "method": "ωB97M-V/def2-TZVPD",
  "symbols": ["Os", "C", "C", "C", "C", "C", "C", "P", "C", "C", "C", "C", "C", "C", "C", "C", "C", "C", "C", "C", "C", "C", "C", "C", "H", "H", "H", "H", "H", "H", "H", "H", "H", "H", "H", "H", "H", "H", "H", "H", "C", "N", "C", "C", "N", "C", "S", "H", "H", "H", "H", "H", "H", "I", "C", "H", "H"],
  "xyz": [[-0.983, 0.926, -0.656], [4.021, 3.529, -0.182], [3.804, 2.689, -1.215], [2.965, 1.573, -1.160], [2.439, 1.195, 0.053], [2.762, 1.992, 1.145], [3.641, 3.073, 1.073], [1.031, 0.070, 0.109], [0.940, -0.678, 1.753], [1.274, -2.034, 1.876], [1.594, -2.583, 3.156], [1.352, -1.833, 4.292], [0.803, -0.575, 4.141], [0.618, 0.025, 2.899], [1.409, -1.131, -1.147], [2.676, -1.768, -1.282], [2.904, -2.660, -2.343], [1.967, -2.802, -3.367], [0.757, -2.135, -3.258], [-0.226, -2.293, -4.276], [-1.337, -1.493, -4.299], [-1.538, -0.527, -3.297], [-0.673, -0.407, -2.219], [0.473, -1.244, -2.144], [4.563, 4.504, -0.304], [4.296, 2.859, -2.167], [2.778, 1.008, -2.086], [2.298, 1.798, 2.117], [4.140, 3.477, 1.982], [1.441, -2.604, 0.998], [2.130, -3.543, 3.276], [1.595, -2.165, 5.293], [0.466, -0.058, 5.073], [0.219, 1.043, 2.902], [3.482, -1.419, -0.682], [3.836, -3.228, -2.335], [2.169, -3.521, -4.147], [-0.082, -2.991, -5.076], [-2.076, -1.631, -5.099], [-2.428, 0.092, -3.346], [-4.096, -0.242, 3.027], [-4.469, 0.351, 1.727], [-5.620, 1.149, 1.515], [-5.762, 1.385, 0.188], [-4.716, 0.689, -0.418], [-3.922, 0.081, 0.494], [-2.555, -0.908, 0.175], [-3.032, -0.316, 3.051], [-4.588, -1.252, 3.093], [-4.491, 0.381, 3.865], [-6.242, 1.375, 2.347], [-6.551, 1.793, -0.442], [-4.532, 0.567, -1.399], [-1.884, 2.571, 1.162], [0.009, 2.323, -1.344], [0.174, 3.332, -0.947], [0.775, 2.193, -2.145]],
  "lowdin_spin": [1.831, 0.006, 0.001, 0.016, 0.013, 0.007, 0.000, 0.071, 0.017, 0.011, 0.000, 0.006, 0.000, 0.006, 0.124, 0.032, 0.051, 0.099, 0.003, 0.223, 0.068, 0.140, 0.260, 0.028, 0.000, 0.000, 0.002, 0.000, 0.000, 0.002, 0.000, 0.000, 0.000, 0.005, 0.000, 0.001, 0.003, 0.009, 0.000, 0.009, 0.004, 0.006, 0.006, 0.001, 0.010, 0.030, 0.137, 0.003, 0.000, 0.000, 0.000, 0.000, 0.002, 0.394, 0.286, 0.039, 0.041],
  "charge": 2,
  "e_above_lowest_kcal_mol": 9.3,
  "molar_mass_g_mol": 756.68,
  "s2": 6.041,
  "lumo_energy_ev": [-6.573, -9.682],
  "spin_multiplicity": 5
}


Question: Number 1 is which compound?
Answer: C27H24F6N